Entry 1:
9
Properties=species:S:1:pos:R:3:nbo_charge:R:1 method="wB97M-V/def2-TZVPD" orbital_gap_ev=9.75 total_energy_ha=-1049.58824 multiplicity=1 e_above_lowest_kj_mol=331.29
C -0.50668 0.04392 -0.11540 -0.03
C 0.65538 0.21355 -0.02331 -0.27
C -1.95837 -0.11651 -0.20160 -0.68
O 3.13923 1.31145 0.73281 -0.84
S 2.71383 0.42755 -0.31143 1.35
Cl 2.84737 -1.58013 0.32804 -0.24
H -2.23735 -0.72414 0.60462 0.24
H -2.17422 0.87156 0.04081 0.24
H -2.47918 -0.44724 -1.05453 0.24

Entry 2:
17
Properties=species:S:1:pos:R:3:nbo_charge:R:1 method="wB97M-V/def2-TZVPD" orbital_gap_ev=10.66 total_energy_ha=-741.18580 multiplicity=1 total_charge=+1 e_above_lowest_kj_mol=346.92
C -1.70999 -1.70697 -0.83758 -0.42
C 2.59277 0.42856 -1.12931 0.33
C -0.02128 1.94263 0.96265 -0.99
N -1.20248 -0.67195 0.14941 -0.50
O -1.25495 -1.05377 1.59173 -0.52
O -0.72810 1.08647 -1.65287 -0.97
O 1.82270 0.26468 -0.20743 -0.57
P -0.57854 0.75486 -0.28230 2.21
H -1.45108 -2.63589 -0.37781 0.22
H -1.18716 -1.69905 -1.80397 0.25
H -2.77503 -1.59820 -1.03924 0.24
H 3.66276 0.16024 -1.03415 0.17
H -1.46123 -2.01000 1.70549 0.50
H 2.28565 1.20187 -1.86255 0.15
H 0.43102 1.40112 1.74038 0.29
H 0.75078 2.52972 0.42928 0.29
H -0.88659 2.68230 1.24633 0.31

Entry 3:
64
Properties=species:S:1:pos:R:3:nbo_charge:R:1 method="wB97M-V/def2-TZVPD" orbital_gap_ev=7.38 total_energy_ha=-1970.72230 multiplicity=1 e_above_lowest_kj_mol=49.19
Pt -0.46513 0.34013 0.82090 0.59
C 6.23928 -1.36228 4.49883 -0.63
C 4.76256 -1.11726 4.35580 0.00
C 3.88951 -2.15111 4.03959 -0.21
C 2.52488 -1.92437 3.92080 -0.22
C 2.01817 -0.65083 4.11932 -0.26
C 2.87469 0.39348 4.44429 -0.21
C 4.23279 0.15701 4.55607 -0.20
S 0.26960 -0.36094 3.93612 2.33
O -0.23882 0.04813 5.21778 -0.96
O -0.25056 -1.58313 3.36274 -0.99
N 0.13944 0.80164 2.82690 -1.01
C -0.03744 2.15291 3.16228 0.38
C 0.25454 2.75968 4.39258 -0.30
C 0.05583 4.11947 4.52497 -0.15
C -0.42513 4.86271 3.45665 -0.31
C -0.70362 4.17668 2.28956 0.07
N -0.52643 2.86822 2.14286 -0.50
H 6.53317 -2.29652 4.02191 0.22
H 6.51998 -1.42273 5.55239 0.22
H 6.81744 -0.55346 4.05174 0.22
H 4.28075 -3.14918 3.87972 0.21
H 1.84644 -2.72808 3.66959 0.24
H 2.49021 1.39396 4.58712 0.23
H 4.89800 0.97827 4.79582 0.21
H 0.58993 2.17602 5.23325 0.24
H 0.27579 4.59775 5.47150 0.21
H -0.58925 5.92840 3.52826 0.22
H -1.09612 4.69694 1.42196 0.19
N 5.79376 -1.92040 -2.29824 -0.34
C 4.81568 -1.54869 -1.82082 0.29
C 3.59160 -1.09733 -1.21971 -0.22
C 3.23904 -1.52804 0.05883 -0.15
C 2.05041 -1.10284 0.62531 -0.29
C 1.17630 -0.25187 -0.06315 -0.08
C 1.55331 0.18241 -1.34016 -0.23
C 2.74777 -0.22973 -1.90958 -0.18
H 3.89918 -2.18822 0.60738 0.22
H 1.79903 -1.43479 1.62235 0.23
H 0.90786 0.84844 -1.89523 0.22
H 3.03082 0.11812 -2.89482 0.22
C -2.48223 -2.51398 0.63547 -0.43
N -2.02066 -3.10994 -0.65304 -0.33
C -3.17432 -3.56455 -1.46700 -0.42
C -1.06186 -2.20872 -1.43894 -0.25
C -1.64175 -0.86577 -1.75901 -0.07
C -2.41172 -0.75595 -2.92388 -0.23
C -3.05385 0.42044 -3.25433 -0.25
C -2.91987 1.51197 -2.40094 -0.19
C -2.12924 1.41568 -1.26984 -0.26
C -1.44839 0.23445 -0.90421 -0.23
H -3.02574 -3.27835 1.18736 0.21
H -3.13007 -1.67228 0.40614 0.24
H -1.62853 -2.15586 1.20588 0.28
H -1.46862 -3.93126 -0.41071 0.42
H -3.76935 -2.69304 -1.72501 0.24
H -3.76625 -4.26091 -0.87801 0.22
H -2.81129 -4.04701 -2.37140 0.22
H -0.83187 -2.77644 -2.34216 0.21
H -0.17227 -2.13156 -0.82100 0.26
H -2.49424 -1.61183 -3.58770 0.19
H -3.63791 0.49206 -4.16219 0.21
H -3.41564 2.44620 -2.63466 0.21
H -2.00659 2.29559 -0.64618 0.22

Entry 4:
38
Properties=species:S:1:pos:R:3:nbo_charge:R:1 method="wB97M-V/def2-TZVPD" orbital_gap_ev=9.92 total_energy_ha=-4180.48178 multiplicity=1
C 6.47801 0.41185 -1.37953 -0.24
O 5.36379 0.82108 -0.58298 -0.71
B 4.25502 1.31671 -1.18490 1.24
O 4.25732 2.26443 -2.15465 -0.87
N 2.92716 0.78979 -0.67816 -1.02
Br 2.27799 1.97283 0.62748 0.28
S 1.80265 0.23376 -1.72027 2.54
O 2.27756 -1.00563 -2.22089 -0.90
O 0.50023 0.35289 -1.18499 -0.91
F 1.88591 1.19108 -2.95096 -0.47
H 6.16287 -0.30119 -2.14104 0.19
H 7.18550 -0.07598 -0.71504 0.20
H 6.97162 1.26426 -1.85204 0.17
H 5.10804 2.71688 -2.20004 0.50
C -6.43188 3.11383 -0.55493 -0.26
O -5.25511 2.99588 -1.35848 -0.50
C -4.44270 2.00144 -0.99469 0.98
O -4.63348 1.24262 -0.08053 -0.65
O -3.39592 1.99657 -1.81192 -0.49
C -2.43201 0.96963 -1.53605 -0.25
H -6.98467 3.95293 -0.96608 0.19
H -7.02900 2.20587 -0.61367 0.19
H -6.16958 3.30927 0.48307 0.19
H -2.89000 -0.01309 -1.63300 0.19
H -2.02143 1.08901 -0.53681 0.20
H -1.64911 1.09102 -2.27440 0.20
C -1.15561 -4.16416 4.51463 -0.25
O -1.04500 -4.05532 3.09339 -0.49
C -0.34399 -2.99962 2.67826 0.98
O 0.17627 -2.18111 3.39152 -0.65
O -0.31919 -3.00897 1.35039 -0.49
C 0.40275 -1.91668 0.76638 -0.26
H -1.74461 -5.05813 4.69491 0.19
H -0.17188 -4.26442 4.96931 0.19
H -1.66013 -3.29273 4.92747 0.19
H 1.44398 -1.94838 1.08666 0.19
H -0.04406 -0.96711 1.04944 0.20
H 0.34269 -2.05112 -0.30686 0.20

Entry 5:
17
Properties=species:S:1:pos:R:3:nbo_charge:R:1 method="wB97M-V/def2-TZVPD" orbital_gap_ev=11.74 total_energy_ha=-251.17988 multiplicity=1 total_charge=+1 e_above_lowest_kj_mol=237.54
C 1.63621 2.29122 -0.17002 -0.23
O 0.67598 1.35881 0.50507 -0.79
H 1.73269 2.05584 -1.11528 0.18
H 2.59516 2.30984 0.32139 0.19
H 1.37045 3.27927 -0.11055 0.19
H 0.65170 1.76545 1.44680 0.50
C -0.90285 -1.44796 1.17327 -0.42
N -1.10150 -0.68085 -0.08604 -0.55
C -0.45216 -1.41242 -1.30250 -0.42
H -1.19750 -0.76886 1.90272 0.23
H 0.14440 -1.74317 1.35122 0.25
H -1.57269 -2.35035 1.26664 0.24
H -2.07610 -0.41441 -0.46692 0.44
H -0.53300 0.20469 -0.17967 0.48
H -1.30310 -2.15557 -1.46669 0.24
H -0.20796 -0.60793 -2.01508 0.23
H 0.54026 -1.68359 -1.05436 0.23

Entry 6:
23
Properties=species:S:1:pos:R:3:nbo_charge:R:1 method="wB97M-V/def2-TZVPD" orbital_gap_ev=9.82 total_energy_ha=-458.83981 smiles="CN[C@H](C)CNC=O.O" multiplicity=1 e_above_lowest_kj_mol=256.74
C -0.05234 1.17973 -0.91019 -0.25
N 1.29074 0.47036 -0.96110 -0.61
C 1.52420 -0.66745 -1.67322 0.52
O 0.66799 -1.25782 -2.37938 -0.67
C -0.45025 1.27882 0.54161 -0.08
C -1.94963 1.67914 0.48429 -0.64
N -0.01446 0.15589 1.32283 -0.66
C -0.14466 0.37994 2.78309 -0.40
H -0.81446 0.54213 -1.55273 0.24
H 0.21686 2.12464 -1.65687 0.23
H 1.91952 0.63597 -0.11999 0.41
H 2.50654 -0.98557 -1.61446 0.12
H 0.04966 2.25527 0.97719 0.18
H -2.51946 0.95941 1.11547 0.22
H -2.02288 2.71897 0.86204 0.21
H -2.44701 1.74599 -0.47218 0.22
H -0.55197 -0.84368 1.09541 0.41
H -0.04280 -0.53859 3.30874 0.21
H -1.17257 0.83576 3.08226 0.16
H 0.61919 1.06358 3.03317 0.19
H -0.10204 -3.67338 0.15655 0.48
H -0.12470 -2.27597 -0.62026 0.50
O -0.41946 -2.74834 0.19439 -0.98